20
Properties=species:S:1:pos:R:3:forces:R:3:lowdin_charge:R:1 method="wB97M-V/def2-TZVPD" relative_energy_kcal_mol=109.7 total_charge=+1 homo_energy_ev=-13.1 homo_lumo_gap_ha=0.22745
O -2.85115 -0.93490 -1.67922 -0.46 -0.12 0.10 0.029
N -0.01726 1.97497 -0.73008 0.07 -1.43 -0.11 0.052
N 2.06132 0.33397 3.32757 -0.07 0.37 -0.90 0.015
C 0.43475 -0.39155 -0.19639 1.11 0.09 -2.44 0.115
C 0.91890 0.82806 -0.80322 -0.84 2.54 1.67 -0.207
C -1.48982 -0.91655 -1.70672 0.75 0.81 -0.69 -0.217
C -0.93555 -0.76916 -0.21983 -0.08 -1.74 1.87 -0.108
H -1.59702 -0.13873 0.37618 -0.14 0.52 -0.49 0.153
H -1.01860 -1.76234 0.22130 -0.15 -0.04 0.12 0.135
H 2.89757 -0.22227 3.38833 0.00 -0.11 0.26 0.010
H 1.81922 0.76962 4.19928 0.05 -0.07 0.24 0.012
H 0.40261 2.74231 -0.22608 0.14 0.13 -0.08 0.091
H -3.22127 -1.77203 -1.97723 0.07 -0.10 0.07 0.127
H 1.28958 -0.21074 2.97952 -0.03 -0.25 0.34 -0.018
H -0.79179 1.64332 -0.16389 -0.26 0.67 -0.20 0.063
H 1.24039 -1.11454 -0.09527 -0.22 -0.38 0.40 0.156
H 1.11955 0.56047 -1.86190 0.06 -0.52 -0.08 0.180
H -1.00090 -1.75223 -2.20559 -0.18 -0.34 0.26 0.145
H 1.87826 1.16686 -0.40382 0.33 -0.54 -0.11 0.151
H -1.13879 -0.03453 -2.22296 -0.13 0.51 -0.24 0.115


21
Properties=species:S:1:pos:R:3:forces:R:3:lowdin_charge:R:1 method="wB97M-V/def2-TZVPD" relative_energy_kcal_mol=100.2 homo_energy_ev=-6.5 homo_lumo_gap_ha=0.11328
Br -1.46603 4.16593 0.44569 0.08 -0.52 -0.04 -0.726
Br -4.13352 -0.78275 -0.09463 -0.02 0.22 -0.02 0.604
Si 0.62738 -1.19664 1.45602 -1.66 -0.08 -0.04 1.073
C -1.09015 -0.49732 1.32364 -0.68 -0.57 -2.48 -0.323
C 2.00173 -0.92816 0.30847 1.46 -2.11 2.20 -0.236
C -2.99324 0.79845 0.09666 2.31 -0.81 0.13 -0.596
C 3.20326 -0.15604 -1.65235 -2.31 -1.21 -1.97 -0.047
C -1.46599 0.34476 0.06092 -0.90 2.49 -0.57 -0.381
C 1.91301 -0.27230 -0.83094 4.15 -0.52 -0.15 -0.120
H 3.10297 0.56165 -2.44053 -0.09 0.51 -0.39 0.075
H 0.50307 -2.23667 2.53672 0.90 0.38 -0.38 -0.007
H -1.82466 -1.39053 1.23778 1.30 0.73 0.40 0.072
H -1.43018 0.01534 2.20981 0.20 0.30 0.57 0.081
H 4.12358 -0.01566 -1.19632 1.26 0.82 1.93 0.059
H -1.34121 -0.08986 -0.91185 0.22 -1.37 -0.26 0.074
H 1.01700 0.12600 -1.06063 -2.65 1.72 -1.51 0.052
H 3.46020 -1.10900 -2.17153 -0.88 0.23 0.14 0.109
H -0.93415 1.33537 -0.16376 -0.38 -0.91 1.42 0.051
H -3.18000 1.53281 -0.68610 -0.20 -0.20 0.23 0.051
H 3.02424 -1.39938 0.44860 -1.42 0.44 0.52 0.098
H -3.11731 1.19398 1.08433 -0.70 0.48 0.27 0.035